[1]
Entry from the OMol25 dataset: C54H44IrN6O4PS6 as an isolated structure in a non-equilibrium geometry (wB97M-V/def2-TZVPD).

Geometry as XYZ:
```
116
Properties=species:S:1:pos:R:3
Ir 0.7554 -1.6368 -0.9911
C 1.6332 3.6149 1.0443
N 1.9593 2.3010 0.3752
C 1.3230 1.1036 0.5177
N 1.9677 0.1622 -0.1691
C 3.1213 0.7740 -0.7372
C 3.0770 2.0881 -0.3665
C 4.0963 3.1556 -0.6216
C 3.9090 4.3306 -1.3443
C 4.9894 5.2189 -1.4712
C 6.2666 4.9366 -1.0012
C 6.4249 3.7737 -0.3180
C 5.3692 2.9053 -0.0273
C 4.0461 0.0487 -1.5913
C 4.3180 -1.2832 -1.3376
C 5.2519 -1.9435 -2.1613
C 5.9129 -1.2875 -3.1965
C 5.6192 0.0597 -3.4519
C 4.6194 0.6636 -2.6933
P -0.2466 1.0847 1.4506
C -1.3853 0.3951 0.2299
N -1.2240 -0.3579 -0.7822
C -2.4299 -0.3542 -1.4926
C -3.3116 0.4356 -0.8061
N -2.6630 0.8563 0.3034
C -3.2985 1.4875 1.4597
C -4.7452 0.8265 -1.0391
C -5.7546 0.0364 -0.5548
C -7.0395 0.5771 -0.4434
C -7.2880 1.9139 -0.8618
C -6.2239 2.6570 -1.3990
C -4.9736 2.1000 -1.4975
C -2.7541 -1.1090 -2.7618
C -3.2915 -2.3125 -2.7767
C -3.7920 -3.0010 -3.9663
C -3.7677 -2.2666 -5.1569
C -3.2580 -0.9831 -5.1811
C -2.6831 -0.2885 -4.0431
C -0.2182 -0.2799 2.6276
N -1.2782 -1.0162 2.7791
C -1.0469 -1.7039 3.9701
C 0.1124 -1.2715 4.5387
N 0.6426 -0.3486 3.6853
C 1.9785 0.1412 3.6917
C 0.8948 -1.7730 5.6883
C 1.4583 -3.0366 5.5559
C 2.2788 -3.5779 6.5381
C 2.6649 -2.7856 7.6113
C 2.1800 -1.5138 7.6926
C 1.2803 -1.0062 6.7535
C -1.9867 -2.7866 4.4098
C -2.1511 -3.1857 5.7376
C -3.0687 -4.1327 6.1236
C -3.6892 -4.8982 5.1176
C -3.3665 -4.6631 3.7940
C -2.5588 -3.5957 3.4417
H 1.3139 3.3954 2.0853
H 2.5428 4.1852 1.0411
H 0.8060 4.1594 0.5729
H 2.9131 4.6676 -1.7480
H 4.8288 6.1903 -1.9818
H 7.1085 5.6381 -1.0647
H 7.3392 3.4607 0.1847
H 5.4579 1.9737 0.5094
H 3.8331 -1.8484 -0.6008
H 5.4570 -3.0143 -2.0393
H 6.6461 -1.8310 -3.8149
H 6.1680 0.6035 -4.2192
H 4.3053 1.6393 -3.0238
H -3.9104 2.3396 1.1506
H -3.9569 0.7740 1.9643
H -2.5152 1.7776 2.1467
H -5.4659 -0.8457 -0.0141
H -7.8970 0.0252 -0.0291
H -8.3085 2.3225 -0.7258
H -6.4507 3.6805 -1.7314
H -4.2525 2.7436 -1.9623
H -3.4891 -2.8220 -1.8562
H -4.0949 -4.0417 -3.8042
H -4.2899 -2.6444 -6.0515
H -3.3826 -0.4086 -6.0622
H -1.7360 0.1563 -4.2334
H 2.1201 0.8628 4.4909
H 2.8267 -0.6070 3.7601
H 2.1543 0.5645 2.7083
H 1.0441 -3.6808 4.7700
H 2.5669 -4.5800 6.5100
H 3.4572 -3.1878 8.2647
H 2.3901 -0.8750 8.5478
H 0.7430 -0.0099 6.8777
H -1.6063 -2.5513 6.4301
H -3.2252 -4.3803 7.2049
H -4.4501 -5.6321 5.3417
H -3.8141 -5.2770 2.9913
H -2.3861 -3.4381 2.3658
S 1.3449 -2.4330 1.2528
S 0.3482 -4.2928 1.7457
S 0.4600 -4.9602 -0.1705
S -0.4685 -3.4917 -1.2734
S 1.2986 -1.5091 -3.2561
C 1.3367 0.0908 -3.9764
C 0.7109 1.1440 -3.3176
C 0.7675 2.4606 -3.8243
C 1.3923 2.7078 -5.0121
C 1.9792 1.6349 -5.6932
C 2.0381 0.3613 -5.1525
H 0.2404 0.8598 -2.3896
H 0.2909 3.2087 -3.2010
H 1.3312 3.6477 -5.5151
H 2.5058 1.8466 -6.6200
H 2.5350 -0.5073 -5.6463
O -4.0893 1.6941 -6.0628
S -3.5234 2.1721 -4.8326
O -3.5107 0.9239 -3.7568
O -2.1321 2.5568 -5.0038
O -4.3026 3.1514 -4.1457
```

Orbital gap (alpha / beta) in hartree: 0.1818 / 0.2053
Expectation value of S²: 8.818
HOMO energy (alpha / beta) in Eh: -0.116 / -0.192
Charge: -1
Spin multiplicity: 6

Results of the Löwdin charge analysis, in e, for atoms 1 through 99: 0.567, 0.002, -0.043, -0.473, -0.026, -0.152, -0.148, -0.174, -0.036, -0.086, -0.103, -0.100, -0.005, -0.203, -0.045, -0.072, -0.094, -0.069, -0.035, 1.184, -0.484, 0.021, -0.116, -0.108, -0.039, -0.010, -0.173, -0.037, -0.080, -0.081, -0.069, -0.055, -0.102, -0.083, -0.044, -0.085, 0.006, -0.231, -0.568, 0.145, -0.176, -0.157, -0.077, -0.039, -0.201, -0.007, -0.062, -0.099, -0.099, -0.048, -0.155, -0.056, -0.089, -0.102, -0.093, -0.077, 0.074, 0.073, 0.094, 0.135, 0.111, 0.111, 0.105, 0.118, 0.063, 0.107, 0.103, 0.103, 0.116, 0.097, 0.102, 0.036, 0.114, 0.096, 0.099, 0.115, 0.102, 0.095, 0.097, 0.106, 0.088, 0.123, 0.089, 0.120, 0.057, 0.113, 0.086, 0.112, 0.101, 0.143, 0.109, 0.113, 0.092, 0.113, 0.094, 0.026, -0.025, -0.100, 0.007

=====

[2]
Entry from the OMol25 dataset: C31H50GeN4O4PdSSi as an isolated structure (wB97M-V/def2-TZVPD).

Geometry as XYZ:
```
93
Properties=species:S:1:pos:R:3
Pd 0.1127 -0.0467 -0.7776
Ge 2.2815 -0.6848 0.2111
C 3.4588 0.4761 1.3401
C 3.2710 0.4732 2.7250
C 4.0043 1.3030 3.5648
C 4.9573 2.1624 3.0363
C 5.1674 2.1796 1.6642
C 4.4242 1.3496 0.8346
C 3.5196 -1.2316 -1.2564
C 4.0075 -2.5360 -1.3552
C 4.8164 -2.9353 -2.4117
C 5.1618 -2.0324 -3.4072
C 4.6861 -0.7303 -3.3350
C 3.8730 -0.3463 -2.2768
H 2.2855 -1.9462 1.1335
H 2.5362 -0.1973 3.1592
H 3.8341 1.2746 4.6350
H 5.5309 2.8116 3.6864
H 5.9100 2.8442 1.2380
H 4.6132 1.3809 -0.2329
H 3.7470 -3.2566 -0.5896
H 5.1724 -3.9580 -2.4605
H 5.7881 -2.3408 -4.2352
H 4.9380 -0.0161 -4.1108
H 3.4813 0.6675 -2.2668
C -0.3176 3.2710 -1.6330
N -0.3101 4.6810 -1.2383
C -1.0365 4.8014 0.0305
N -0.4540 3.9837 1.0952
C -0.4702 2.5894 0.6494
N 0.2797 2.4072 -0.6070
C 1.6643 2.8575 -0.3730
N 1.7199 4.2605 0.0380
C 1.0812 5.0732 -0.9940
C 0.9435 4.3917 1.2726
H 0.2503 3.1500 -2.5579
H -1.3454 2.9474 -1.8094
H -2.0716 4.4895 -0.1255
H -1.0290 5.8491 0.3412
H -1.5027 2.2684 0.4859
H -0.0207 1.9484 1.4118
H 2.2351 2.7244 -1.2953
H 2.1060 2.2336 0.4009
H 1.6450 4.9715 -1.9243
H 1.1013 6.1218 -0.6865
H 0.9663 5.4345 1.5987
H 1.4024 3.7699 2.0434
C -0.4454 -6.2299 1.2222
C 0.4378 -4.9861 1.1947
C 1.8977 -5.3838 1.0214
C 0.2650 -4.1716 2.4733
O 0.1108 -4.2064 0.0518
Si -1.1194 -3.1203 -0.1838
O -0.7744 -1.6484 0.2685
O -2.3708 -3.7693 0.7024
C -3.7697 -3.5579 0.6460
C -4.2811 -3.7173 2.0729
C -4.3714 -4.6224 -0.2665
C -4.0901 -2.1660 0.1179
O -1.5848 -3.2730 -1.7578
C -0.8811 -3.6400 -2.9384
C 0.5224 -3.0515 -2.9360
C -0.8335 -5.1640 -3.0128
C -1.6865 -3.0731 -4.1029
H -0.1894 -6.8502 2.0847
H -0.2922 -6.8193 0.3156
H -1.4969 -5.9514 1.2825
H 2.2104 -6.0713 1.8110
H 2.5338 -4.4995 1.0596
H 2.0349 -5.8720 0.0553
H 0.6331 -4.7328 3.3364
H -0.7847 -3.9338 2.6381
H 0.8198 -3.2359 2.3941
H -4.0101 -4.7024 2.4563
H -5.3677 -3.6103 2.1151
H -3.8280 -2.9617 2.7155
H -4.1497 -5.6179 0.1224
H -3.9365 -4.5352 -1.2625
H -5.4560 -4.5099 -0.3428
H -3.5560 -1.4098 0.6941
H -5.1651 -1.9750 0.1769
H -3.7801 -2.0755 -0.9228
H 1.0862 -3.3842 -2.0648
H 0.4876 -1.9580 -2.9231
H 1.0653 -3.3714 -3.8299
H -0.3081 -5.5618 -2.1447
H -0.3170 -5.4923 -3.9186
H -1.8474 -5.5682 -3.0210
H -1.7536 -1.9887 -4.0110
H -2.6969 -3.4863 -4.0969
H -1.2137 -3.3154 -5.0577
S -2.9687 0.6051 -2.0014
C -1.4733 0.2208 -1.8912
```

Orbital gap (alpha / beta) in hartree: 0.2166 / 0.2585
Expectation value of S²: 0.770
HOMO energy (alpha / beta) in Eh: -0.125 / -0.174
Charge: -1
Relative energy (zero: lowest compared OMol25 entry of this formula, charge and spin) in kcal per mole: 23.1
Spin multiplicity: 2

Charge distribution, Löwdin scheme, values in e: 0.488, 0.867, -0.383, -0.144, -0.114, -0.121, -0.104, -0.138, -0.364, -0.130, -0.106, -0.120, -0.110, -0.148, -0.050, 0.088, 0.091, 0.088, 0.093, 0.084, 0.074, 0.092, 0.088, 0.091, 0.077, -0.191, -0.087, -0.180, -0.085, -0.181, -0.149, -0.191, -0.079, -0.185, -0.171, 0.129, 0.077, 0.124, 0.120, 0.116, 0.125, 0.124, 0.071, 0.123, 0.120, 0.121, 0.128, -0.030, -0.650, -0.036, -0.032, -0.119, -0.015, -0.400, -0.121, -0.658, -0.035, -0.027, -0.057, -0.114, -0.647, -0.038, -0.026, -0.032, 0.081, 0.082, 0.070, 0.081, 0.060, 0.085, 0.084, 0.076, 0.063, 0.080, 0.079, 0.087, 0.082, 0.076, 0.081, 0.084, 0.086, 0.051, 0.071, 0.063, 0.089, 0.073, 0.082, 0.082, 0.067, 0.081, 0.082, 0.639, -0.747

=====

- What is the spin multiplicity in the first record?
  6